Run one
{
  "formula": "CH3NS2",
  "method": "ωB97M-V/def2-TZVPD",
  "lumo_ev": -0.57,
  "homo_lumo_gap_ev": 7.672,
  "homo_ha": -0.30306,
  "total_charge": 0,
  "elements": ["H", "C", "S", "H", "N", "H", "S"],
  "xyz": [[-0.0248, 0.1838, 2.1738], [0.9401, -0.2809, 1.9906], [2.0887, -0.4992, 3.0205], [-0.2053, -0.9283, -1.2754], [0.3067, -0.1003, -0.9420], [0.6361, 0.3071, -1.8193], [1.7781, -0.6674, -0.2118]],
  "nbo_charge": [0.209, -0.346, 0.176, 0.358, -0.949, 0.365, 0.187]
}

Run two
{
  "formula": "CH3NS2",
  "method": "ωB97M-V/def2-TZVPD",
  "lumo_ev": -1.20,
  "homo_lumo_gap_ev": 7.215,
  "homo_ha": -0.30943,
  "total_charge": 0,
  "elements": ["H", "C", "N", "S", "H", "H", "S"],
  "xyz": [[-1.8146, 2.7029, -2.0386], [1.1047, 1.3792, -0.6455], [-1.2193, 2.5500, -1.1106], [2.2859, 0.4552, -0.0719], [0.2593, 3.3935, -1.3851], [1.0721, 2.8333, -1.0909], [-0.5365, 1.1399, -1.1205]],
  "nbo_charge": [0.386, -0.481, -0.993, 0.168, 0.190, 0.015, 0.715]
}

Run three
{
  "formula": "CH3NS2",
  "method": "ωB97M-V/def2-TZVPD",
  "lumo_ev": -0.19,
  "homo_lumo_gap_ev": 9.541,
  "homo_ha": -0.35776,
  "total_charge": 0,
  "elements": ["H", "H", "N", "H", "S", "C", "S"],
  "xyz": [[-0.9268, 0.0768, 0.5948], [0.6699, 0.1278, 0.2693], [-0.2435, 0.3842, -0.0888], [-0.3968, -0.1517, -0.9356], [2.9097, -1.6619, -0.0110], [3.3281, -0.1657, 0.0123], [3.7590, 1.3223, -0.0101]],
  "nbo_charge": [0.357, 0.354, -1.067, 0.357, 0.174, -0.386, 0.212]
}

Sorted by energy, starting with the most stable: run three, run one, run two.